[1]
{"formula": "C34H47AsGaNO3S2", "method": "ωB97M-V/def2-TZVPD", "molar_mass_g_mol": 726.533, "homo_lumo_gap_ha": 0.218, "e_lumo_ev": -1.23, "e_above_lowest_kcal_mol": 0.0, "e_tot_ev": -178536.122, "species": ["Ga", "C", "O", "C", "C", "O", "C", "C", "O", "C", "H", "H", "H", "H", "H", "H", "H", "H", "H", "H", "H", "H", "H", "H", "C", "C", "S", "C", "C", "S", "H", "H", "H", "H", "H", "H", "C", "C", "C", "C", "C", "C", "As", "N", "C", "C", "C", "C", "C", "C", "C", "C", "C", "C", "C", "C", "C", "C", "C", "C", "C", "C", "H", "H", "H", "H", "H", "H", "H", "H", "H", "H", "H", "H", "H", "H", "H", "H", "H", "H", "H", "H", "H", "H", "H", "H", "H", "H", "H"], "xyz": [[0.79591, -1.59008, 0.80715], [4.22780, -3.30617, 2.09455], [3.26933, -2.79948, 2.99372], [2.42584, -3.81383, 3.49414], [1.51965, -3.21533, 4.54487], [0.62678, -2.31306, 3.92018], [0.52947, -1.02953, 4.48693], [1.74123, -0.17033, 4.21039], [1.87609, 0.00638, 2.81769], [3.05808, 0.69520, 2.47490], [4.90784, -4.01027, 2.58946], [4.80353, -2.46311, 1.71506], [3.74941, -3.81644, 1.25021], [3.02509, -4.62278, 3.93602], [1.81863, -4.23766, 2.68411], [2.13035, -2.71928, 5.30616], [0.94701, -4.01120, 5.03386], [0.36689, -1.07688, 5.57232], [-0.35304, -0.57638, 4.03004], [2.65651, -0.63075, 4.60627], [1.60319, 0.79976, 4.70942], [3.09359, 1.67842, 2.95808], [3.05509, 0.83437, 1.39503], [3.94019, 0.11642, 2.77228], [3.15857, -4.84888, -3.27018], [2.03712, -4.03441, -2.68159], [1.36030, -4.43539, -1.26758], [1.58418, -2.84075, -3.48645], [2.11851, -2.71765, -4.88813], [0.65782, -1.68084, -2.84425], [3.55276, -5.53826, -2.52940], [3.96099, -4.21719, -3.65488], [2.77938, -5.43097, -4.11407], [2.19789, -3.67728, -5.39729], [3.11878, -2.27615, -4.86105], [1.48046, -2.05404, -5.46603], [-3.23128, 5.86600, 3.00465], [-2.75282, 4.56471, 2.42350], [-3.63437, 3.53539, 2.12760], [-3.19944, 2.33309, 1.58473], [-4.22721, 1.26401, 1.31921], [-1.83426, 2.14999, 1.30137], [-1.39124, 0.36732, 0.59840], [0.38717, 0.24454, 0.12937], [1.06788, 0.83633, -0.92093], [2.31718, 0.30716, -1.30378], [3.06423, 0.86875, -2.32377], [2.58614, 1.96662, -3.02777], [1.35764, 2.49979, -2.66355], [0.61402, 1.95013, -1.63267], [-2.29865, 0.25319, -1.15837], [-2.47608, -1.06556, -1.61765], [-2.24581, -2.30363, -0.78427], [-2.89752, -1.29005, -2.92759], [-3.17504, -0.25272, -3.79807], [-3.59722, -0.51067, -5.21688], [-3.08201, 1.03989, -3.30426], [-2.67310, 1.31527, -2.00490], [-2.76550, 2.76334, -1.58754], [-0.92167, 3.15179, 1.65513], [0.57143, 3.02605, 1.49466], [-1.40407, 4.34259, 2.19428], [-4.31901, 5.90018, 3.05619], [-2.89479, 6.71131, 2.40255], [-2.84290, 6.01090, 4.01446], [-4.69272, 3.66657, 2.32628], [-5.20393, 1.58349, 1.68041], [-3.97085, 0.32870, 1.82504], [-4.32051, 1.03153, 0.25695], [2.74050, -0.51784, -0.73718], [4.02339, 0.43192, -2.57645], [3.16122, 2.40348, -3.83286], [0.96956, 3.36631, -3.18616], [-0.32777, 2.39595, -1.35665], [-2.36502, -2.13104, 0.28263], [-1.24480, -2.71466, -0.95150], [-2.95963, -3.07290, -1.08205], [-3.00489, -2.31495, -3.26819], [-3.46578, -1.55926, -5.48132], [-3.01240, 0.09194, -5.91325], [-4.64826, -0.25597, -5.36798], [-3.34014, 1.87287, -3.95071], [-2.57377, 3.41030, -2.44407], [-2.09662, 3.04664, -0.78226], [-3.77757, 2.97949, -1.23320], [0.89507, 1.98948, 1.49145], [1.06915, 3.54923, 2.31270], [0.91021, 3.48027, 0.56019], [-0.68736, 5.11658, 2.45213]], "atomic_forces_ev_per_a": [[0.1687, -0.0590, 0.0751], [-0.0480, 0.0068, -0.0943], [0.1114, -0.0213, 0.1172], [-0.0044, -0.0017, 0.0607], [0.0874, 0.0217, -0.1472], [-0.1573, -0.1824, 0.0304], [0.0230, 0.0803, 0.0356], [0.1119, 0.0011, -0.0097], [-0.1980, 0.0675, 0.0403], [0.0200, -0.0466, -0.0004], [-0.0115, 0.0015, 0.0103], [-0.0046, 0.0015, 0.0192], [-0.0189, 0.0011, -0.0143], [-0.0206, 0.0031, 0.0282], [0.0059, 0.0090, -0.0194], [-0.0258, 0.0373, -0.0132], [0.0102, 0.0006, -0.0176], [-0.0020, -0.0242, -0.0244], [0.0244, 0.0493, 0.0162], [-0.0572, -0.0253, 0.0286], [0.0387, 0.0209, -0.0327], [0.0077, -0.0067, -0.0077], [0.0063, 0.0061, -0.0148], [-0.0007, 0.0084, -0.0084], [0.0222, 0.0340, 0.0656], [0.0237, 0.2220, -0.1231], [-0.0824, -0.0632, -0.0343], [-0.0207, -0.1254, 0.2555], [-0.1015, 0.0380, -0.0826], [0.0275, -0.1201, -0.1703], [-0.0067, 0.0076, -0.0039], [0.0104, 0.0105, 0.0119], [0.0064, -0.0094, -0.0041], [-0.0239, -0.0234, -0.0026], [0.0219, -0.0189, 0.0088], [0.0310, 0.0213, 0.0132], [-0.0210, 0.0285, 0.0156], [0.0393, -0.0106, -0.0211], [0.0056, -0.0042, -0.0122], [-0.0074, 0.0129, 0.0410], [-0.0259, -0.0513, -0.0017], [0.0424, -0.0553, 0.0773], [-0.0279, 0.0383, 0.0581], [-0.0929, -0.1239, -0.2131], [-0.0236, -0.0619, 0.0204], [0.1653, 0.1877, 0.3143], [-0.0460, -0.0026, -0.1282], [0.0176, -0.0295, 0.0142], [0.0000, 0.0240, -0.0422], [-0.0447, -0.0179, -0.0282], [0.0578, -0.0380, 0.0017], [-0.0089, 0.0089, -0.0561], [0.0373, -0.0287, 0.0129], [-0.0106, 0.0128, 0.0210], [0.0114, -0.0173, 0.0277], [-0.0170, 0.0035, -0.0324], [-0.0110, 0.0039, -0.0122], [-0.0441, 0.0245, 0.0213], [0.0593, 0.0544, -0.0370], [0.0129, 0.0326, 0.0382], [0.0459, 0.0251, 0.0042], [-0.0003, -0.0203, 0.0189], [-0.0019, -0.0057, -0.0028], [0.0026, 0.0032, -0.0038], [0.0036, -0.0016, 0.0038], [-0.0111, 0.0052, 0.0054], [-0.0013, -0.0107, 0.0077], [0.0143, 0.0085, -0.0086], [0.0011, 0.0140, -0.0122], [-0.0564, -0.0691, -0.0633], [0.0178, 0.0301, 0.0037], [0.0105, -0.0018, -0.0020], [-0.0021, -0.0047, -0.0051], [-0.0242, 0.0169, -0.0060], [-0.0235, 0.0162, 0.0084], [0.0137, 0.0138, 0.0345], [0.0164, -0.0126, -0.0062], [-0.0032, -0.0069, -0.0028], [0.0004, -0.0067, -0.0013], [0.0041, 0.0006, 0.0007], [-0.0009, 0.0056, 0.0073], [0.0011, 0.0063, -0.0086], [-0.0157, 0.0042, -0.0150], [-0.0094, -0.0042, -0.1002], [0.0064, 0.0031, 0.0008], [-0.0226, 0.0578, 0.0496], [0.0091, 0.0225, -0.0046], [-0.0174, -0.0112, 0.0223], [0.0000, 0.0092, 0.0038]]}

***

[2]
{"formula": "C34H48BrCl25FI2N4O6S4", "method": "ωB97M-V/def2-TZVPD", "molar_mass_g_mol": 1976.083, "homo_lumo_gap_ha": 0.268, "e_lumo_ev": -3.50, "total_charge": 1, "e_tot_ev": -499630.873, "species": ["C", "C", "C", "F", "N", "C", "C", "O", "Br", "C", "I", "C", "C", "C", "N", "C", "I", "O", "C", "C", "C", "C", "C", "S", "O", "O", "Cl", "C", "C", "C", "S", "C", "S", "N", "C", "C", "N", "C", "C", "S", "O", "C", "C", "C", "O", "H", "H", "H", "H", "H", "H", "H", "H", "H", "H", "H", "H", "H", "H", "H", "H", "H", "H", "H", "H", "H", "H", "H", "H", "H", "H", "H", "H", "H", "H", "H", "H", "H", "H", "H", "H", "H", "H", "H", "H", "C", "Cl", "Cl", "Cl", "H", "C", "Cl", "Cl", "Cl", "H", "C", "Cl", "Cl", "Cl", "H", "C", "Cl", "Cl", "Cl", "H", "C", "Cl", "Cl", "Cl", "H", "C", "Cl", "Cl", "Cl", "H", "C", "Cl", "Cl", "Cl", "H", "C", "Cl", "Cl", "Cl", "H"], "xyz": [[1.34369, 4.93619, 0.16831], [1.85544, 4.01007, -0.98189], [1.01529, 2.71861, -1.01039], [-0.01039, 3.01482, -1.91626], [1.66283, 1.36933, -1.23988], [3.05296, 1.39317, -1.79574], [3.51704, 2.21891, -3.02261], [4.67809, 2.06024, -3.28377], [2.64662, 3.49247, -4.19473], [0.73599, 0.50356, -2.07540], [1.48093, -1.57921, -2.39539], [0.65794, 0.87555, -3.58375], [-0.38444, 0.15301, -4.46492], [-1.86535, 0.56302, -4.38512], [-0.10499, -0.72074, -5.34026], [-0.66247, 0.22219, -1.33899], [-1.49863, -1.76482, -1.70223], [-0.69761, 0.48683, 0.03669], [0.46151, 0.21323, 0.82184], [0.56584, -1.31404, 1.19916], [-0.66285, -2.11161, 1.70175], [-2.11580, -1.58203, 1.68924], [-2.85763, -2.06573, 2.97639], [-3.02779, -3.85012, 2.97887], [-3.48731, -4.36150, 1.73425], [-1.85072, -4.44715, 3.51459], [-4.53743, -4.20347, 4.35044], [0.17293, 0.81449, 2.23724], [-0.39704, 2.24990, 2.37944], [-1.89988, 2.44135, 2.06956], [-2.94745, 1.64529, 3.33695], [-4.64021, 2.14389, 2.95999], [-5.17246, 3.55542, 3.55229], [-5.47631, 1.31953, 2.21450], [-6.84890, 1.42930, 2.15908], [-7.32615, 0.44697, 1.37703], [-6.22913, -0.28857, 0.90008], [-5.18602, 0.24051, 1.39242], [1.83312, 0.75827, 0.20002], [2.56230, 2.00485, 1.39777], [2.77955, -0.27357, 0.17713], [3.76184, -0.49421, 1.17455], [4.34246, -1.90625, 0.88999], [4.79588, -2.07185, -0.56344], [3.42385, -2.88192, 1.33505], [1.86465, 4.74828, 1.10895], [1.50766, 5.98542, -0.09817], [0.26536, 4.80212, 0.33435], [1.68768, 4.62289, -1.86815], [2.92571, 3.89123, -0.79390], [0.40358, 2.72692, -0.10486], [3.40745, 0.39131, -2.06580], [3.79757, 1.68056, -1.04798], [0.48090, 1.93109, -3.82020], [1.62525, 0.62426, -4.03763], [-1.92670, 1.45260, -3.74104], [-2.21584, 0.87043, -5.37607], [-2.50359, -0.25689, -4.05412], [0.90623, -0.89015, -5.32710], [-1.38105, 0.89383, -1.81733], [1.28768, -1.30268, 2.02555], [1.06496, -1.91681, 0.43903], [-0.46826, -2.42283, 2.73748], [-0.69641, -3.07584, 1.17475], [-2.73891, -1.96598, 0.87356], [-2.24755, -0.49760, 1.69868], [-2.29057, -1.75009, 3.85996], [-3.83690, -1.57674, 3.01935], [0.99016, 0.59740, 2.93195], [-0.63037, 0.23575, 2.72155], [0.21333, 3.05622, 1.97329], [-0.36217, 2.43447, 3.46377], [-2.07143, 3.52254, 2.19665], [-2.18765, 2.21738, 1.03805], [-7.47381, 2.16456, 2.64405], [-8.36606, 0.25220, 1.16233], [-4.18658, -0.12325, 1.19182], [3.82024, 2.25235, 0.97139], [4.66998, 0.12192, 1.12159], [3.40442, -0.59700, 2.20588], [5.24013, -1.95128, 1.53473], [3.94882, -2.36833, -1.19033], [5.48457, -2.92874, -0.58730], [5.29432, -1.18877, -0.97323], [3.81627, -3.76135, 1.29221], [-3.31905, -3.65779, 8.20125], [-2.83069, -5.12315, 9.05200], [-4.62874, -2.84480, 9.05986], [-1.93991, -2.56811, 7.99445], [-3.68072, -3.93960, 7.21917], [-6.06080, -0.94989, -3.02409], [-5.39608, -1.09022, -4.65696], [-5.32736, -2.14349, -1.95679], [-5.82059, 0.68102, -2.38096], [-7.12510, -1.14252, -3.07311], [8.12967, 0.02951, -2.83303], [9.77157, 0.17239, -3.45100], [7.76508, -1.64182, -2.39804], [7.89102, 1.09804, -1.44072], [7.44453, 0.33480, -3.61439], [6.51176, -5.05169, -4.22428], [5.67536, -3.52496, -4.52727], [8.20432, -4.93736, -4.69782], [6.36920, -5.50853, -2.52278], [6.04124, -5.82120, -4.82308], [2.24713, 3.85776, 4.89601], [3.89500, 4.02078, 4.28360], [1.10028, 4.62666, 3.78848], [1.85062, 2.15701, 5.15786], [2.18634, 4.36610, 5.85027], [-5.53124, 2.09321, -7.17358], [-6.20466, 3.65302, -7.64846], [-3.81616, 2.00243, -7.59448], [-5.76519, 1.80422, -5.44789], [-6.05385, 1.31846, -7.72089], [3.75307, 5.55349, -7.69992], [2.28439, 5.64042, -6.71732], [5.15504, 6.07390, -6.76587], [3.98694, 3.91930, -8.32026], [3.63546, 6.22435, -8.54159], [-4.07564, -8.71885, 8.57119], [-5.58572, -8.48023, 9.45179], [-2.69000, -8.33383, 9.59444], [-3.96168, -10.37061, 7.96237], [-4.06710, -8.04372, 7.72436]], "atomic_forces_ev_per_a": [[-0.0156, -0.1657, -0.0851], [0.1098, 0.8928, 1.1801], [-1.3384, 2.8717, 0.2898], [0.5168, -0.9578, -0.4423], [0.1728, -0.5808, -0.0204], [0.9238, 0.4861, -1.0601], [1.5900, 0.2613, -0.6208], [-0.9939, -0.2169, 0.4970], [-0.2147, -0.3471, 0.4108], [-1.0953, -3.0144, -0.7332], [2.6527, 0.4672, -0.0728], [-0.1452, 0.5238, -0.6918], [-1.3697, -0.5475, -0.1435], [0.9366, 0.7988, 0.1243], [0.7966, 0.5072, 0.3493], [0.0982, 0.5499, -0.3011], [-1.7101, 0.5909, 0.2536], [0.8874, 0.8910, -0.8241], [-0.8383, -1.0998, 1.4982], [0.8709, -0.0182, -0.4462], [-0.5408, -0.2524, 0.1335], [-0.7718, -0.6371, 0.8015], [0.1138, 0.9803, -0.3275], [0.2367, -0.6625, 0.2501], [-0.5248, 0.5695, -0.4314], [0.2945, 0.2900, 0.5086], [0.2333, 0.3428, -0.2134], [-1.2850, 0.5899, 0.0331], [-0.4248, -0.7783, 1.0332], [0.0576, 1.4016, -0.5579], [0.0602, -0.9425, -0.2401], [0.0118, 0.9680, -0.2248], [0.1400, -0.0916, 0.0369], [0.4336, 0.0548, 0.2784], [-1.6613, 0.5449, 0.2494], [1.1659, -0.1099, -0.0177], [-1.5517, -0.7653, -0.7372], [1.1265, -0.1541, 0.3005], [1.6885, -0.6365, 2.5691], [-0.7641, 0.8395, 0.1163], [-0.9408, 0.5749, -1.3542], [1.2949, -2.4461, 0.3342], [0.5811, 0.7874, 0.0272], [-0.2411, -1.0115, 0.3199], [-0.3343, 0.0546, -0.2081], [-0.1314, -0.0375, -0.1439], [-0.0250, -0.2264, 0.0053], [0.1974, 0.1172, -0.0816], [0.1607, -0.7897, -0.2877], [-0.1471, -0.2595, -0.4192], [0.7473, -1.0010, 0.2307], [-0.7780, -0.0267, 0.1156], [-0.6181, 0.2378, 0.1599], [0.0013, -0.1081, 0.6344], [-0.1424, 0.1726, 0.2090], [-0.4813, -0.3020, -0.0305], [0.1675, -0.1295, 0.1233], [0.1250, 0.1876, 0.1260], [-0.1436, -0.2865, -0.1708], [-0.0381, -0.2171, 0.3536], [-0.0861, -0.1830, -0.2295], [-0.1449, 0.3260, -0.0704], [0.1650, 0.2828, -0.2099], [0.2048, 0.3055, -0.0448], [0.5099, 0.1422, -0.1236], [0.3257, -0.1686, -0.0168], [-0.1985, -0.4670, 0.0478], [-0.0282, -0.4931, 0.0185], [0.2037, 0.4537, -0.4565], [0.2157, -0.3069, -0.6356], [-0.2723, -0.2264, -0.3590], [0.2414, 0.0029, -0.2349], [-0.0939, -0.2540, -0.0534], [-0.0129, -0.3895, 0.2605], [0.6752, 0.1284, 0.2360], [0.2370, -0.2200, -0.1811], [-0.0420, 0.3461, 0.1671], [-0.2886, -0.4492, -0.4262], [-0.6432, 0.5268, -0.1400], [-0.3763, 0.6853, -0.3032], [-0.1748, 0.0954, -0.1267], [0.1361, 0.3219, 0.1017], [0.0594, 0.3583, -0.2008], [-0.0333, -0.1392, 0.1435], [0.0586, 0.1115, -0.0539], [0.0073, -0.0165, 0.1402], [-0.0751, 0.1073, -0.1500], [0.0068, -0.0056, -0.0688], [-0.0358, -0.0101, -0.0827], [0.0571, 0.0368, 0.0326], [0.1958, -0.1250, -0.0109], [0.0158, -0.6495, 0.3017], [-0.1065, -0.0479, 0.0037], [-0.0120, 0.0113, -0.0273], [0.0250, 0.0373, 0.0055], [0.1369, -0.0707, -0.0239], [-0.0809, 0.0170, 0.0181], [0.0785, 0.0760, -0.0245], [-0.0763, 0.0188, 0.0024], [-0.0083, 0.0177, 0.0507], [0.1530, 0.0458, 0.0245], [-0.1338, -0.0460, -0.0674], [-0.0702, -0.0122, 0.0055], [-0.0286, -0.0042, -0.0162], [-0.0099, 0.0233, 0.0332], [0.0542, 0.0206, -0.0859], [-0.0368, -0.0047, -0.0088], [0.2516, 0.3258, 0.4065], [0.0031, 0.0377, 0.0579], [-0.0011, -0.0037, -0.0320], [-0.0536, 0.1614, 0.0843], [0.0079, -0.0621, -0.0217], [-0.0174, -0.0444, -0.0194], [-0.0188, 0.6768, -0.3324], [0.0340, 0.0145, 0.0081], [0.1667, -0.1292, 0.0596], [-0.1211, 0.1376, -0.1009], [-0.0519, 0.0109, -0.0276], [-0.0323, 0.0499, 0.0002], [-0.0353, -0.0097, 0.0361], [-0.0395, -0.0526, 0.0581], [0.0292, 0.0387, -0.0419], [0.0377, -0.1440, 0.0279], [0.0087, 0.0559, -0.0200], [0.0116, -0.0072, 0.0315]]}

***

- What is the formula in the first record?
  C34H47AsGaNO3S2